Formula: C26H38AsIN3O2Tc
Source: OMol25
Level of theory: ωB97M-V/def2-TZVPD

Last column: Mulliken charge in e.
Atoms and positions in Å:
Tc1 -0.416 0.344 -0.260  -0.289
C1 1.970 -3.231 2.706  -1.623
C2 2.496 -1.972 2.020  0.439
C3 4.032 -2.047 1.859  -1.518
C4 1.913 -1.720 0.656  0.137
C5 1.399 -2.740 -0.156  -0.143
C6 1.007 -2.513 -1.472  -1.167
C7 1.166 -1.264 -2.081  0.985
C8 0.981 -1.079 -3.554  -1.495
C9 1.608 -0.205 -1.251  -1.413
C10 1.948 -0.433 0.103  0.118
H1 2.345 -3.266 3.728  0.440
H2 2.321 -4.138 2.210  0.428
H3 0.879 -3.261 2.752  0.344
H4 2.273 -1.099 2.642  0.273
H5 4.306 -2.852 1.175  0.405
H6 4.484 -2.259 2.828  0.446
H7 4.452 -1.113 1.483  0.369
H8 1.327 -3.746 0.242  0.464
H9 0.648 -3.345 -2.068  0.546
H10 0.569 -0.102 -3.796  0.266
H11 0.353 -1.857 -3.984  0.428
H12 1.959 -1.148 -4.040  0.383
H13 1.902 0.729 -1.723  0.933
H14 2.411 0.361 0.683  0.687
I1 -1.970 1.838 5.272  0.210
C11 -1.526 0.364 3.886  -0.780
C12 -1.778 -0.979 4.136  -0.392
C13 -1.487 -1.915 3.152  -1.027
C14 -0.942 -1.495 1.962  -0.740
N1 -0.680 -0.192 1.722  1.488
C15 -1.001 0.722 2.664  0.045
H15 -2.213 -1.292 5.078  0.498
H16 -1.686 -2.967 3.306  0.632
H17 -0.705 -2.202 1.179  0.831
H18 -0.841 1.757 2.423  -0.101
C16 -3.299 0.877 -4.088  -0.920
N2 -3.398 0.722 -2.619  0.180
C17 -4.644 0.530 -1.993  -0.260
C18 -4.781 0.334 -0.678  -1.039
C19 -3.618 0.313 0.201  0.400
O1 -3.604 0.111 1.383  -0.469
N3 -2.395 0.555 -0.512  0.272
C20 -2.326 0.709 -1.855  0.589
O2 -1.098 0.821 -2.252  -0.343
H19 -4.155 1.450 -4.433  0.384
H20 -3.296 -0.098 -4.569  0.343
H21 -2.386 1.408 -4.332  0.315
H22 -5.492 0.545 -2.665  0.508
H23 -5.754 0.184 -0.234  0.526
C21 0.893 3.658 2.589  -1.294
C22 1.276 3.586 1.115  -0.564
As1 0.005 2.842 -0.164  0.839
C23 0.817 3.286 -1.882  -0.475
C24 0.570 4.736 -2.292  -1.403
C25 -1.725 3.702 0.092  -0.390
C26 -1.615 5.196 0.387  -1.310
H24 1.481 4.444 3.062  0.419
H25 1.120 2.733 3.116  0.358
H26 -0.157 3.908 2.751  0.258
H27 2.217 3.061 0.958  0.531
H28 1.392 4.582 0.681  0.588
H29 0.421 2.590 -2.618  0.342
H30 1.881 3.085 -1.741  0.508
H31 -0.482 4.933 -2.489  0.366
H32 1.116 4.918 -3.217  0.431
H33 0.935 5.453 -1.557  0.352
H34 -2.204 3.164 0.911  0.367
H35 -2.292 3.499 -0.818  0.396
H36 -0.999 5.407 1.259  0.310
H37 -2.617 5.566 0.605  0.440
H38 -1.231 5.762 -0.456  0.335

## Properties
multiplicity: 4
molar mass: 724.43 Da
net charge: +3
energy relative to the best compared isomer or geometry (same formula, charge and spin): 0.00 kcal/mol
HOMO (alpha / beta): -16.9 / -16.9 eV
expectation value of S²: 3.824
LUMO level (alpha / beta): -11.17 / -11.40 eV